1.
71
Properties=species:S:1:pos:R:3:forces:R:3:mulliken_spin:R:1 method="wB97M-V/def2-TZVPD" e_lumo_ev="-9.42 / -10.43" total_charge=+3 orbital_gap_ev="7.1 / 6.0" energy_ev=-200602.394 homo_ev="-16.47 / -16.42" multiplicity=5
Ru 15.266363 12.781829 12.685290 1.000 -0.750 -0.393 2.562
Se 15.835095 11.233957 10.898008 -0.381 1.162 0.225 0.225
Se 8.346979 11.307651 12.625055 0.181 -0.177 0.173 0.995
P 9.918240 11.182742 11.078525 -0.246 0.107 1.760 -0.029
P 13.814692 10.256010 10.770059 -0.087 1.610 0.425 0.042
O 16.552309 11.651236 14.332361 0.934 -0.153 -0.507 0.048
O 18.513093 10.579294 14.272190 -0.066 1.115 -0.486 0.006
O 16.570988 16.186016 10.537314 -0.460 -0.218 0.869 0.008
O 15.211526 14.910050 11.850532 -0.108 0.190 -0.218 0.057
N 13.407296 12.175510 12.676112 0.778 -0.102 -0.108 0.002
N 17.291533 13.458375 12.560751 -0.131 -1.027 0.412 0.022
N 12.525054 12.863725 13.380185 -1.283 -0.118 -0.466 0.039
N 11.330782 12.546966 12.949600 0.689 0.030 0.354 0.026
C 9.916375 7.154288 11.247834 -0.931 2.873 -3.491 -0.002
C 13.010541 9.163903 6.466758 0.195 -1.828 -0.686 0.001
C 13.499993 8.788771 13.003309 -1.268 -0.317 1.775 -0.007
C 10.554227 12.682576 8.851907 -1.121 0.726 0.233 0.005
C 8.447397 13.148880 9.914779 -1.344 2.115 -0.482 -0.005
C 18.832190 15.142865 11.879165 -0.342 0.394 0.078 -0.005
C 10.255083 13.631414 7.879746 1.214 -0.588 0.567 0.002
C 13.220310 8.510699 8.800458 -0.294 1.542 0.117 -0.001
C 9.548774 6.868194 9.878163 1.516 -2.779 1.278 0.012
C 15.547545 7.065675 12.318065 0.049 -0.237 -0.701 -0.006
C 13.400375 10.855718 8.058486 0.096 0.931 1.317 0.000
C 15.157125 8.049489 11.462363 0.140 -0.296 0.214 0.006
C 18.267227 12.804267 13.210134 0.121 -0.207 0.466 -0.014
C 8.208570 14.173134 8.979657 -0.210 -0.391 -0.695 0.001
C 16.300081 15.253760 11.408899 1.782 -0.969 -0.204 0.024
C 9.844585 9.463506 10.596634 -0.543 1.102 -1.229 0.026
C 17.742255 11.618125 13.999504 -0.872 -0.114 -0.024 0.018
C 17.562221 14.534997 11.871153 0.068 1.767 0.032 -0.036
C 14.852662 6.883400 13.468278 -0.735 -1.280 2.595 0.001
C 19.820416 14.541031 12.630881 0.426 -0.979 0.658 -0.001
C 9.117437 14.402122 7.939473 -1.244 -0.210 0.303 0.000
C 9.431198 9.192493 9.276526 0.536 -1.253 1.374 -0.006
C 13.177732 10.484296 6.732273 0.446 0.554 1.713 0.003
C 13.862779 7.734264 13.877913 -1.180 1.714 -0.919 0.003
C 13.057792 8.198092 7.478175 -0.060 -0.133 -0.368 0.000
C 19.547536 13.312474 13.291779 -0.854 1.014 -1.317 -0.001
C 11.468139 11.606127 11.960813 -1.813 0.282 -0.361 -0.014
C 9.370934 7.829309 8.929272 -0.600 2.140 0.878 -0.002
C 13.375664 9.878679 9.106350 0.073 0.490 -1.051 -0.006
C 12.780897 11.364713 11.778083 1.083 -0.381 -1.083 -0.032
C 9.615953 12.468689 9.912131 2.240 -1.091 -1.743 -0.008
C 10.027622 8.499416 11.592232 0.474 -0.589 -0.738 0.024
C 14.142338 8.916107 11.802625 -0.424 -0.749 0.173 0.029
H 9.577132 5.775905 9.516567 -0.377 1.770 0.840 0.000
H 15.575986 8.088026 10.507945 0.926 0.236 -1.411 -0.005
H 7.227557 14.664175 8.986073 0.595 -0.032 0.099 0.000
H 16.299403 6.371221 12.053995 0.706 -0.525 -0.362 0.000
H 20.285846 12.792332 13.836754 0.834 -0.284 0.630 0.000
H 14.975085 6.013562 14.124439 0.587 0.280 -0.417 0.000
H 10.340036 8.850319 12.562523 -0.059 -0.289 0.349 -0.005
H 11.476025 12.146813 8.730893 0.076 -0.336 0.353 -0.001
H 12.943415 8.857360 5.415303 -0.150 -0.063 0.539 0.000
H 13.581438 11.942404 8.342194 -0.120 -1.503 -0.511 0.002
H 12.636030 9.450373 13.240137 0.916 -0.590 0.064 0.000
H 8.892004 15.056277 7.101044 -0.027 0.203 0.414 0.000
H 15.792340 16.744100 10.477348 -0.592 0.708 -0.628 0.000
H 10.152299 6.445063 11.934105 0.343 -2.232 1.744 0.000
H 10.986224 13.787314 7.101115 -0.067 0.009 -0.249 0.000
H 13.298493 7.612439 14.798256 0.247 -0.162 -0.130 0.000
H 9.129720 9.969821 8.596733 0.210 0.181 -0.219 0.000
H 9.039864 7.627527 7.958943 -0.233 -0.738 -1.346 0.000
H 13.177968 7.783476 9.589211 0.125 -0.367 0.039 0.002
H 19.376266 10.683440 13.817966 -0.302 -0.294 0.430 0.001
H 13.237827 11.166036 5.925639 -0.083 0.817 -0.468 0.000
H 7.677090 13.000510 10.640267 -0.186 -0.294 0.371 -0.004
H 13.017847 7.159632 7.264126 -0.255 -0.716 -0.578 0.000
H 18.994135 16.135147 11.433630 -0.149 -0.684 0.005 0.000
H 20.810058 14.982974 12.779572 -0.410 -0.018 -0.275 0.000


2.
17
Properties=species:S:1:pos:R:3:forces:R:3:mulliken_charge:R:1 method="wB97M-V/def2-TZVPD" e_lumo_ev=-3.48 de_lowest_kj_mol=100.0 total_charge=+1 orbital_gap_ev=10.1 energy_ev=-7847.110 homo_ev=-13.56
O 5.313182 2.901208 -0.864478 -0.420 -0.091 0.147 -0.648
O -2.796070 -0.409221 2.265796 0.681 -0.456 -1.363 -0.600
N -0.251263 -1.180011 0.581231 -0.424 -0.897 3.002 -0.312
C -0.232415 -0.921666 -0.853225 -1.131 0.731 -1.802 -0.293
C -1.465071 -0.050325 -1.156730 -0.093 0.887 0.008 -1.142
H -0.355668 -1.831299 -1.442172 0.128 -0.291 0.536 0.272
H 6.022636 3.489575 -0.617968 0.270 0.328 0.175 0.326
H -0.865730 -1.941861 0.907571 -0.039 -0.227 -0.881 0.391
H 0.707212 -0.497385 -1.208159 -0.049 0.273 0.628 0.335
H -3.727430 -0.615650 2.334773 -0.232 0.059 0.277 0.308
H 0.611682 -1.393127 1.092995 0.363 0.224 -0.677 0.363
H -0.717307 -0.443734 1.133315 0.251 0.513 -0.524 0.320
H -2.482671 -0.054277 3.081981 -0.173 0.372 1.039 0.308
H -1.614537 0.855935 -0.537543 0.746 -0.380 -0.023 0.368
H -2.396649 -0.580049 -0.998208 -0.068 -0.498 -0.181 0.348
H -1.446350 0.325105 -2.179489 0.056 -0.289 -0.040 0.334
H 5.696444 2.346774 -1.539697 0.135 -0.256 -0.323 0.322


3.
18
Properties=species:S:1:pos:R:3:forces:R:3:mulliken_charge:R:1 method="wB97M-V/def2-TZVPD" e_lumo_ev=0.89 de_lowest_kj_mol=255.3 orbital_gap_ev=10.3 smiles="[H]/N=C/[C@H](N)[C@@H](O)C=C" energy_ev=-10372.659 homo_ev=-9.40
O 0.684207 1.463219 -1.534364 -0.214 0.821 -0.425 -0.560
N -0.648196 -1.141011 2.006280 1.009 0.337 -2.320 -0.645
N -0.209866 1.596894 1.692202 -0.047 -0.347 -0.097 -0.752
C -0.205531 0.802971 -0.665683 0.707 -2.200 -0.490 0.097
C -0.484604 -0.690476 -1.192749 -0.091 1.643 -1.840 -0.481
C 0.430170 0.687454 0.723527 -1.285 -0.552 1.359 0.094
C 0.241716 -0.785194 1.119111 0.083 -0.315 3.022 -0.160
C 0.255542 -1.355868 -2.095328 -0.303 0.707 0.819 -0.695
H 1.503427 0.901258 0.702587 -0.196 -0.003 -0.353 0.346
H -1.180694 1.299987 -0.668314 0.084 -0.057 0.380 0.245
H -1.161933 1.243316 1.839304 0.286 0.199 -0.115 0.327
H 1.275110 -1.059833 -2.318485 -0.132 0.151 -0.158 0.254
H 0.537479 2.420054 -1.412039 0.240 -0.612 -0.104 0.337
H -0.669145 -2.165406 2.072073 0.299 0.329 0.322 0.263
H -1.516900 -1.002252 -1.044668 0.178 -0.078 0.221 0.344
H -0.150414 -2.192531 -2.652646 0.095 -0.174 0.351 0.281
H 1.076080 -1.446677 0.828651 -0.705 -0.063 -0.382 0.417
H 0.223551 1.424094 2.600542 -0.007 0.212 -0.189 0.288


4.
99
Properties=species:S:1:pos:R:3:forces:R:3:mulliken_spin:R:1 method="wB97M-V/def2-TZVPD" e_lumo_ev="0.00 / -1.52" de_lowest_kj_mol=20.4 orbital_gap_ev="7.0 / 5.5" energy_ev=-99033.214 homo_ev="-7.05 / -7.04" multiplicity=2
Ti 10.544631 14.496600 9.688694 -0.545 -0.428 0.926 -0.079
Si 9.822373 17.218216 7.426374 0.585 -0.264 0.336 0.010
Si 9.349388 11.046812 8.822919 -0.216 -0.742 -0.922 -0.024
O 13.285418 6.141488 6.391785 1.178 1.246 0.513 0.000
N 12.344534 13.774206 10.901081 1.888 -0.271 0.440 -0.001
N 13.587330 15.559922 8.753409 -0.753 -1.194 -2.255 0.011
N 12.500874 14.760705 8.332115 1.668 -0.845 -0.412 -0.007
N 9.493193 15.675070 8.299536 0.178 -0.893 -0.805 0.170
N 12.610099 16.684861 10.813154 -3.191 -0.873 -0.646 -0.001
N 13.660926 14.355873 11.015806 -2.890 -0.236 -1.593 0.003
N 15.222493 17.707994 9.971299 0.114 -1.424 0.127 0.000
N 15.105247 16.418225 10.553115 -1.087 1.853 -0.646 -0.001
N 9.805796 12.757676 8.406704 -0.854 1.133 -0.489 0.283
N 13.245268 11.049286 6.941569 -0.377 0.271 0.844 0.001
N 15.468834 6.498633 6.875608 1.881 1.654 0.317 0.000
N 11.251392 16.272686 10.634766 1.378 0.023 1.411 -0.007
N 9.409357 14.127822 10.975694 2.632 0.521 -3.004 0.083
C 12.505202 12.467378 11.134198 -0.455 0.355 -0.292 0.002
C 11.284312 17.996152 12.060404 0.683 0.311 1.020 0.002
C 14.608907 9.246177 7.672323 0.616 -0.308 1.349 -0.001
C 12.935699 8.901559 6.031947 0.214 -1.018 -0.154 -0.001
C 8.955043 13.596059 12.096446 -0.926 -0.697 2.696 -0.011
C 8.884388 13.379962 7.570002 -0.126 -0.467 1.195 0.209
C 12.629811 10.215849 6.113503 0.126 1.261 -0.491 0.003
C 14.149960 10.547203 7.777670 -0.111 -0.056 -1.227 0.001
C 10.298165 9.917313 9.989844 0.377 0.453 0.895 0.001
C 7.402039 15.355164 7.093194 -0.603 -0.994 -0.750 -0.048
C 7.990654 12.627434 6.738175 0.206 -0.957 0.322 0.017
C 7.644122 11.027847 9.602645 -0.788 -0.321 0.088 0.012
C 13.948211 8.373363 6.837727 -0.733 0.510 -0.664 0.000
C 10.511121 16.970014 11.517515 1.352 0.911 -1.437 0.001
C 14.307825 14.297420 6.999511 -0.722 1.226 1.258 0.000
C 7.550772 13.649909 12.312628 1.150 0.500 -0.605 0.021
C 8.606260 14.844164 7.671417 0.506 0.145 0.085 0.154
C 14.535416 13.354902 11.193894 -1.370 -0.446 0.632 -0.001
C 15.842812 16.380316 11.678124 0.533 0.163 0.601 0.000
C 11.517435 17.975307 7.716697 -0.080 0.487 0.981 0.005
C 6.594273 14.523870 6.303388 0.157 2.005 0.948 0.092
C 12.597321 17.720780 11.637011 -0.728 0.559 0.318 0.000
C 16.528660 17.560326 11.802453 -0.321 0.211 -0.476 0.000
C 8.694282 18.530696 8.168179 -0.792 0.715 -0.634 0.001
C 13.844319 12.156128 11.344469 0.986 -0.607 -0.147 0.001
C 7.049647 13.242113 13.509590 -1.529 -0.807 1.377 -0.009
C 6.900127 13.183223 6.138063 0.343 -0.782 -0.209 0.052
C 9.795382 13.045648 13.158096 0.196 0.985 -2.384 0.014
C 16.100522 18.353417 10.703292 -0.189 -0.509 0.436 0.000
C 9.697211 16.974317 5.519121 -0.525 0.468 0.571 0.001
C 9.242661 12.612226 14.318357 -0.800 -0.192 1.125 -0.010
C 14.612799 15.360221 7.853642 -0.757 -1.265 0.743 0.001
C 9.400239 9.943100 7.231801 0.168 -0.254 -0.155 0.016
C 14.191911 6.928828 6.699499 -0.628 -2.193 -0.798 0.000
C 7.861107 12.743843 14.525785 0.595 0.050 -0.601 0.017
C 12.964450 13.979740 7.311313 -0.118 1.408 1.651 -0.007
B 13.727288 15.788502 10.262203 1.169 -0.206 0.384 0.000
H 12.356795 13.176948 6.936680 -0.174 0.191 -0.140 0.006
H 9.260713 19.363997 8.640706 -0.316 -0.595 -0.292 0.000
H 15.020730 13.772500 6.402628 -0.064 0.035 -0.652 0.000
H 8.416275 9.552143 6.889162 0.441 0.362 0.317 0.000
H 8.752725 17.472808 5.190957 0.622 -0.659 -0.090 0.002
H 12.418350 17.414967 7.465438 -0.171 0.053 -0.125 -0.002
H 7.358795 12.051933 9.896569 -0.044 -0.418 -0.002 -0.001
H 11.378371 9.854240 9.827341 -0.049 -0.046 -0.014 -0.001
H 15.514509 15.931225 7.907766 0.297 0.125 0.302 0.000
H 16.273490 7.177224 6.933042 -1.618 -1.089 -0.095 0.000
H 9.844993 10.494989 6.386424 -0.149 -0.291 0.267 0.001
H 5.683465 14.932753 5.863199 0.230 -0.101 0.133 0.006
H 10.109765 10.213259 11.050027 0.198 -0.287 -0.615 0.000
H 12.420323 8.344494 5.270941 -0.025 -0.649 0.167 0.000
H 10.537419 17.520213 5.062133 -0.247 -0.160 0.156 0.000
H 11.519266 18.962334 7.215150 -0.003 -0.485 -0.185 0.001
H 7.629246 10.365315 10.517424 0.019 0.749 -0.934 0.001
H 10.022438 9.043958 7.408125 -0.163 0.460 -0.031 0.002
H 14.285283 11.165087 11.538999 -0.368 0.782 -0.063 0.000
H 11.585157 18.271621 8.787036 0.092 -0.384 -0.419 0.000
H 17.198071 17.833445 12.578698 0.430 0.110 0.419 0.000
H 9.752317 15.918746 5.199473 -0.246 0.501 0.127 0.002
H 7.962513 18.140310 8.892313 0.360 0.024 -0.141 0.002
H 10.966304 18.805160 12.756470 0.375 -0.947 -0.751 0.000
H 6.246736 12.542112 5.568453 -0.118 -0.022 -0.156 0.005
H 8.084728 18.972138 7.339440 0.366 -0.095 0.591 0.000
H 15.731712 5.572434 6.602142 -0.292 -0.333 -0.015 0.000
H 11.901144 10.633915 5.411878 0.208 0.049 0.350 0.000
H 9.461306 16.804458 11.626719 -0.325 -0.240 -0.130 0.000
H 10.887954 13.052524 13.025711 -0.690 -0.042 -0.028 0.000
H 7.440369 12.510326 15.475115 -0.308 -0.365 0.498 0.001
H 16.338450 19.382911 10.467470 0.110 -0.170 -0.040 0.000
H 5.951628 13.224416 13.693906 0.879 0.338 -0.189 0.000
H 14.578456 11.205241 8.499688 0.236 0.558 0.340 0.000
H 6.878521 10.635512 8.879182 0.604 0.405 0.673 0.001
H 13.511763 18.237904 11.833785 0.290 0.175 0.237 0.000
H 9.881840 12.187943 15.101180 -0.271 0.256 -0.233 0.000
H 8.131695 11.524230 6.661996 -0.206 1.446 -0.071 -0.004
H 6.942859 14.149881 11.553493 0.120 -0.413 0.175 0.002
H 7.066369 16.379608 7.323770 0.467 -0.531 -0.253 -0.001
H 9.876794 8.897054 9.843526 0.121 0.727 0.014 0.001
H 15.860396 15.556490 12.384415 -0.169 0.025 -0.381 0.000
H 15.436571 8.962002 8.347920 -0.615 -0.155 -0.476 0.000
H 15.560010 13.537964 11.360627 0.936 0.232 -0.118 0.000
H 11.649422 11.770998 11.112938 0.562 0.702 0.082 -0.001


5.
13
Properties=species:S:1:pos:R:3:forces:R:3:mulliken_spin:R:1 method="wB97M-V/def2-TZVPD" e_lumo_ev="4.30 / 4.30" de_lowest_kj_mol=191.9 total_charge=-1 orbital_gap_ev="6.6 / 6.4" energy_ev=-5753.878 homo_ev="-2.29 / -2.12" multiplicity=2
O -0.150571 -1.332398 0.496094 0.250 0.663 0.369 0.142
N -0.453950 -1.434342 3.071831 0.236 -0.755 2.264 0.006
C 0.015224 1.073042 0.769213 -0.150 -0.778 -1.174 0.800
C 0.259091 -0.136485 -0.072217 1.129 -2.061 -1.288 -0.003
H 0.631024 2.009897 -6.742370 -0.147 -0.002 0.087 0.000
H 0.437260 -1.835098 2.799476 -0.131 0.193 -0.216 0.004
H -0.963607 1.489588 0.726854 -0.626 0.437 0.364 0.020
H 0.790801 1.526062 1.345759 0.283 0.184 0.426 0.023
H -1.099859 -2.223313 2.976022 0.064 0.779 -0.406 0.000
H -0.246532 -0.218041 -1.068515 0.115 1.533 -0.014 0.019
H 1.386850 -0.183510 -0.343148 -0.814 0.300 0.304 -0.002
H 0.005082 1.987254 -6.337070 0.148 0.001 -0.085 0.000
H -0.610813 -0.722654 2.378073 -0.356 -0.494 -0.629 -0.008


6.
10
Properties=species:S:1:pos:R:3:forces:R:3:mulliken_charge:R:1 method="wB97M-V/def2-TZVPD" e_lumo_ev=-5.00 de_lowest_kj_mol=353.0 total_charge=+1 orbital_gap_ev=10.5 energy_ev=-5595.286 homo_ev=-15.45
N -2.002252 -0.132554 -0.178327 3.176 0.096 1.633 -0.379
N 1.857807 -0.080040 -0.125407 1.140 -1.775 -1.743 -0.291
N -0.323905 0.224353 0.457513 -6.039 2.782 0.061 -0.246
C 0.610740 -0.388130 -0.127021 0.394 -0.411 0.705 0.239
H -1.855780 -1.183313 -0.330631 -0.773 1.740 0.901 0.305
H 0.410134 -1.353213 -0.443737 -0.658 -1.667 -1.363 0.240
H 2.472664 -0.761140 -0.544329 0.211 0.112 0.065 0.264
H 2.277181 0.567214 0.442750 0.976 2.235 1.404 0.214
H -0.293713 1.257016 0.716034 0.082 -1.931 -0.441 0.332
H -2.632845 0.136856 0.654877 1.491 -1.181 -1.222 0.323


7.
14
Properties=species:S:1:pos:R:3:forces:R:3:mulliken_charge:R:1 method="wB97M-V/def2-TZVPD" e_lumo_ev=0.98 de_lowest_kj_mol=129.9 orbital_gap_ev=11.0 smiles="C/N=C/OC(C)=O" energy_ev=-9845.933 homo_ev=-9.97
O -0.554740 -0.916174 -2.169838 -0.151 -0.347 0.595 -0.506
O 0.316724 -1.648263 -0.206925 -0.053 0.012 0.006 -0.379
N 0.664495 0.538373 0.127361 0.151 -0.376 0.025 -0.312
C 1.022666 -0.643179 0.361976 -0.014 0.445 -0.010 -0.015
C -0.718798 -1.073675 -1.001073 -0.223 0.073 -0.492 0.822
C 1.427379 1.689177 0.511988 0.146 0.193 0.089 -0.822
C -1.974373 -0.795774 -0.219644 -0.054 0.039 -0.023 -0.900
H 1.852435 -1.006491 0.980366 -0.098 0.126 -0.194 0.395
H 0.778402 2.396043 1.039038 0.164 -0.095 -0.021 0.271
H 2.314035 1.470576 1.125115 -0.124 0.009 -0.041 0.286
H -2.395974 0.150238 -0.568515 0.063 -0.194 0.020 0.271
H 1.745652 2.172571 -0.418658 0.070 0.060 0.250 0.276
H -2.699668 -1.594001 -0.414140 0.133 0.093 0.013 0.316
H -1.778232 -0.739421 0.852950 -0.010 -0.037 -0.215 0.296